Record 1
Below is 2 unconnected molecules or ions with the total composition C4H13NOS, with properties calculated with ωB97M-V with the def2-TZVPD basis set.

Kohn-Sham gap   0.346 hartree
2S+1   1
Energy relative to the best compared isomer or geometry (same formula, charge and spin)   294.57 kJ/mol
Total charge   0
LUMO   0.777 eV
M   123.2 g mol⁻¹

Geometry (Å):
C1 1.27004 -1.10743 -0.52885
N1 0.23197 -0.77853 0.50060
C2 -0.09553 0.46192 1.12102
C3 -1.63645 0.78409 1.10756
S1 -1.67318 2.08030 2.16933
C4 2.29705 0.04712 -0.84543
H1 1.00943 -1.62888 -1.47566
H2 2.03871 -1.99116 0.03887
H3 0.06060 -1.69324 0.89078
H4 0.43026 0.47763 2.14928
H5 0.35960 1.20340 0.45366
H6 -2.43559 0.03728 1.06094
H7 -1.63754 1.20292 0.04020
H8 -2.79277 2.54595 1.71974
H9 1.75914 0.76668 -1.46295
H10 3.25491 -0.11058 -1.40108
H11 2.62692 0.61465 0.14017
H12 -1.38867 -0.40056 -1.49741
H13 -1.76449 -1.73226 -1.97338
O1 -1.91441 -0.77930 -2.20738


Record 2
Below is a molecular structure, C23H48BI2O6, with properties calculated with ωB97M-V with the def2-TZVPD basis set.

Kohn-Sham gap   0.273 hartree
2S+1   1
Total charge   -1
LUMO   2.558 eV
M   685.3 g mol⁻¹

Geometry (Å):
C1 -3.34019 -1.48484 1.20850
C2 -2.10167 -2.10380 1.94578
I1 -1.55506 -4.07119 1.12609
C3 -0.89067 -1.09750 2.08680
I2 0.69333 -2.09474 3.20904
B1 -0.39710 -0.38021 0.69194
O1 -0.27602 -1.29841 -0.47462
H1 -4.15078 -2.25986 1.17443
H2 -3.78080 -0.62554 1.77686
H3 -3.09795 -1.20028 0.16377
H4 -2.45105 -2.33609 2.98803
H5 -1.26379 -0.27119 2.75569
H6 -1.10073 0.55624 0.41045
H7 0.71589 0.04805 0.91215
H8 -1.08855 -1.21297 -0.97916
C4 -7.00901 0.51980 -2.07721
C5 -7.66308 -0.25218 -0.94766
C6 -6.51488 -1.11271 -0.45084
O2 -5.31302 -0.37164 -0.68662
C7 -5.61001 0.74510 -1.53201
H9 -7.52140 1.44888 -2.33026
H10 -6.96509 -0.10223 -2.97637
H11 -7.98099 0.43868 -0.16085
H12 -8.52984 -0.83724 -1.25768
H13 -6.44886 -2.05130 -1.01185
H14 -6.59499 -1.34876 0.61200
H15 -5.56332 1.65328 -0.92093
H16 -4.85739 0.81740 -2.31904
C8 1.62760 -1.39003 -3.47555
C9 0.82496 -0.14915 -3.80718
C10 0.52915 -0.35139 -5.28329
O3 0.45377 -1.76568 -5.49928
C11 0.95107 -2.44186 -4.33317
H17 1.62669 -1.64122 -2.41494
H18 2.66615 -1.25694 -3.79607
H19 -0.10610 -0.14710 -3.23375
H20 1.35265 0.78354 -3.60270
H21 1.33847 0.04334 -5.90950
H22 -0.40886 0.11542 -5.59335
H23 0.09756 -2.88806 -3.81189
H24 1.63068 -3.24154 -4.63544
C12 -0.18766 -1.34058 7.26257
C13 -0.69891 -1.32680 8.69158
C14 -2.13753 -0.87645 8.50754
O4 -2.55686 -1.35382 7.22590
C15 -1.40731 -1.81944 6.49927
H25 0.68333 -1.97784 7.11253
H26 0.07431 -0.32530 6.95060
H27 -0.67419 -2.34004 9.10469
H28 -0.13110 -0.67398 9.35619
H29 -2.21436 0.21688 8.50332
H30 -2.80405 -1.26834 9.27952
H31 -1.45034 -2.91330 6.46542
H32 -1.43926 -1.43975 5.47807
C16 5.00535 0.95893 0.86425
C17 3.81400 0.08134 1.20273
C18 3.08397 0.01755 -0.12421
O5 4.08818 0.12591 -1.15345
C19 5.32574 0.52438 -0.55570
H33 5.84944 0.83807 1.54541
H34 4.70525 2.01180 0.87461
H35 4.15776 -0.91750 1.48846
H36 3.19381 0.47084 2.00926
H37 2.39255 0.85608 -0.23843
H38 2.52574 -0.90988 -0.25213
H39 5.99892 -0.34114 -0.56338
H40 5.77941 1.32235 -1.14960
C20 3.43754 3.42111 -3.55925
C21 4.14342 4.64702 -4.10824
C22 5.59515 4.20171 -4.10432
O6 5.59190 2.78564 -4.31157
C23 4.25058 2.29385 -4.16671
H41 2.37988 3.36921 -3.81856
H42 3.52338 3.39863 -2.46881
H43 3.81313 4.83789 -5.13406
H44 3.97493 5.55151 -3.52238
H45 6.06927 4.40083 -3.13662
H46 6.18610 4.68401 -4.88630
H47 3.87908 2.02820 -5.16326
H48 4.25269 1.39637 -3.54527


Record 3
Below is C4H7NOS in the gas phase, with properties calculated with ωB97M-V with the def2-TZVPD basis set.

Kohn-Sham gap   0.354 hartree
2S+1   1
Energy relative to the best compared isomer or geometry (same formula, charge and spin)   196.71 kJ/mol
Total charge   0
LUMO   0.939 eV
M   117.2 g mol⁻¹

Geometry (Å):
C1 -3.79758 -0.27226 0.11971
C2 -2.32640 -0.55737 0.00524
C3 -1.41384 0.43998 -0.07860
C4 0.80702 1.12287 0.01758
H1 -3.96422 0.77814 -0.01419
H2 -4.25083 -0.65348 1.01817
H3 -4.36763 -0.75676 -0.67081
H4 -2.01544 -1.56495 0.04212
H5 -1.61640 1.53693 0.01296
H6 0.47050 2.13663 0.02332
H7 3.74328 -0.60450 0.21741
N1 2.02891 0.91239 0.15477
O1 -0.08811 0.13510 -0.27633
S1 2.43050 -0.79618 0.00717


Record 4
Below is a molecular structure, C17H24F6N6O3RuSSb, with properties calculated with ωB97M-V with the def2-TZVPD basis set.

Kohn-Sham gap (spin up / spin down)   0.263 / 0.267 hartree
2S+1   2
Energy relative to the best compared isomer or geometry (same formula, charge and spin)   309.57 kJ/mol
Total charge   0
LUMO (spin up / spin down)   -1.245 / -1.249 eV
M   729.3 g mol⁻¹

Geometry (Å):
Ru1 -0.31451 -0.54602 -0.46924
O1 1.61955 -0.32990 -1.31105
N1 2.48084 0.45270 -0.87904
N2 2.08865 1.52123 -0.26282
O2 0.85052 1.66242 0.34951
C1 2.81473 2.72542 -0.36587
C2 2.34064 3.88133 0.24584
C3 3.02405 5.07218 0.06870
C4 4.19067 5.11236 -0.67752
C5 4.67971 3.94513 -1.24877
C6 3.99704 2.75315 -1.10901
H1 1.43163 3.85593 0.82597
H2 2.63824 5.97464 0.52266
H3 4.71939 6.04510 -0.81827
H4 5.59415 3.96579 -1.82569
H5 4.35614 1.84252 -1.56464
C7 -6.19069 1.00089 -1.51582
C8 -4.75159 1.00991 -1.11228
C9 -4.37133 1.35941 0.19043
C10 -3.04565 1.19295 0.51949
N3 -2.15047 0.80855 -0.38418
C11 -2.57589 0.60219 -1.64754
S1 -1.29592 0.26940 -2.74618
N4 -3.84980 0.66253 -2.02184
H6 -6.64746 1.97705 -1.34739
H7 -6.73534 0.27899 -0.90470
H8 -6.28503 0.72552 -2.56226
H9 -5.08547 1.71503 0.91843
H10 -2.67588 1.37918 1.52219
N5 -1.72329 -3.03644 -2.45701
C12 -2.33981 -2.90083 -1.27700
N6 -3.29588 -3.81703 -0.98154
O3 -2.16841 -1.94146 -0.48502
H11 -1.74434 -3.91931 -2.93630
H12 -0.95631 -2.43213 -2.68175
H13 -3.24180 -4.71874 -1.42261
H14 -3.62547 -3.79881 -0.03297
C13 0.38128 -0.21693 3.47672
C14 1.27187 -0.03964 2.23924
C15 2.47836 0.83725 2.60215
C16 1.75509 -1.43387 1.81089
C17 0.37586 0.60528 1.16663
H15 0.93462 -0.72383 4.26687
H16 -0.49360 -0.82165 3.22754
H17 0.04312 0.74986 3.85656
H18 2.95654 0.41964 3.48890
H19 2.17996 1.86335 2.82900
H20 3.22136 0.85788 1.80713
H21 2.30335 -1.89887 2.63172
H22 2.41687 -1.40505 0.94636
H23 0.90407 -2.08013 1.58530
H24 -0.51742 1.03707 1.61290
F1 0.46884 -2.82962 -0.56188
Sb1 1.20224 -4.64587 -0.81309
F2 1.19774 -4.21968 -2.66527
F3 2.89922 -3.88415 -0.51489
F4 1.90999 -6.36310 -1.07247
F5 0.93683 -4.86462 1.04749
F6 -0.58176 -5.29420 -1.08272